A) {"formula": "H26O13", "method": "ωB97M-V/def2-TZVPD", "symbols": ["H", "H", "H", "H", "H", "H", "H", "H", "H", "H", "H", "H", "H", "H", "H", "H", "H", "H", "H", "H", "H", "H", "H", "H", "H", "H", "O", "O", "O", "O", "O", "O", "O", "O", "O", "O", "O", "O", "O"], "xyz": [[0.699, -0.654, -0.220], [-0.759, -0.329, 0.064], [3.216, 1.214, 0.052], [2.509, 0.348, -0.978], [-4.547, 0.474, -0.690], [-4.524, 1.801, 0.050], [-2.123, -4.160, 1.587], [-0.751, -3.607, 1.241], [-1.543, -1.906, -1.150], [-1.374, -2.250, 0.321], [-0.689, 1.204, -2.587], [0.535, 0.976, -1.716], [-2.446, 4.257, 1.366], [-1.462, 3.496, 0.493], [2.594, 2.842, 0.036], [2.691, 2.965, -1.476], [4.037, -1.974, -1.410], [2.953, -2.885, -0.857], [-1.905, -0.925, -2.744], [-2.916, -1.696, -3.578], [-2.397, -1.197, 3.538], [-1.449, -1.551, 2.404], [-0.216, 2.116, 3.240], [0.435, 2.226, 1.871], [4.721, -0.860, 0.487], [5.953, -0.447, 1.275], [-0.186, -0.739, -0.594], [2.354, 1.064, -0.352], [-5.030, 1.304, -0.602], [-1.556, -3.950, 0.837], [-1.011, -2.442, -0.551], [-0.399, 1.208, -1.667], [-2.385, 3.771, 0.536], [2.899, 3.435, -0.661], [3.349, -2.014, -0.736], [-2.853, -1.050, -2.865], [-1.846, -1.914, 3.204], [-0.253, 2.620, 2.420], [5.677, -0.772, 0.411]], "spin_multiplicity": 1, "lumo_ev": -0.44, "charge": 0}



B) {"formula": "H26O13", "method": "ωB97M-V/def2-TZVPD", "symbols": ["O", "H", "H", "O", "H", "H", "O", "H", "H", "O", "H", "H", "O", "H", "H", "O", "H", "H", "O", "H", "H", "O", "H", "H", "O", "H", "H", "O", "H", "H", "O", "H", "H", "O", "H", "H", "O", "H", "H"], "xyz": [[-2.474, 1.074, -0.135], [-3.090, 0.673, -0.794], [-2.439, 0.400, 0.541], [0.457, -0.222, 1.206], [1.027, -1.079, 1.062], [0.812, 0.589, 0.906], [2.771, 1.088, -0.285], [3.301, 0.232, -0.033], [2.876, 1.896, 0.349], [-2.711, -2.373, 2.283], [-2.624, -1.358, 2.506], [-1.828, -2.873, 2.334], [1.008, 2.774, -0.590], [1.442, 2.716, -1.402], [0.124, 2.577, -0.724], [3.377, -1.401, 1.278], [2.594, -1.085, 1.915], [2.835, -1.719, 0.401], [0.605, 0.464, -3.694], [1.407, 0.822, -3.443], [0.820, -0.214, -4.376], [-0.275, 2.501, -2.659], [-0.869, 3.263, -2.961], [-0.755, 1.725, -2.550], [1.835, -3.482, 0.758], [2.345, -3.522, -0.023], [1.171, -3.908, 0.887], [-2.036, 0.037, 3.322], [-1.539, 0.369, 2.503], [-2.295, 1.030, 3.531], [0.808, -2.285, -1.936], [0.199, -1.794, -2.608], [1.270, -1.281, -1.751], [-2.367, -1.328, -1.589], [-2.378, -1.640, -0.760], [-1.584, -0.907, -1.720], [-1.129, 3.097, 2.343], [-0.211, 3.011, 2.008], [-1.577, 2.534, 1.772]], "spin_multiplicity": 1, "lumo_ev": -0.28, "charge": 0}



C) {"formula": "H26O13", "method": "ωB97M-V/def2-TZVPD", "symbols": ["O", "H", "H", "O", "H", "H", "O", "H", "H", "O", "H", "H", "O", "H", "H", "O", "H", "H", "O", "H", "H", "O", "H", "H", "O", "H", "H", "O", "H", "H", "O", "H", "H", "O", "H", "H", "O", "H", "H"], "xyz": [[0.380, 0.218, -2.839], [-0.143, 0.867, -2.163], [0.383, 0.709, -3.563], [-0.330, -0.528, 2.343], [-0.331, -0.122, 1.457], [-1.227, -0.493, 2.504], [2.068, -2.049, 1.848], [1.069, -1.669, 1.607], [2.286, -2.187, 0.955], [2.678, 1.324, -0.943], [3.302, 1.156, -1.704], [2.312, 0.449, -0.988], [1.776, -4.004, 0.148], [1.019, -3.900, 0.899], [1.404, -3.666, -0.632], [-3.894, -0.217, 0.558], [-3.985, 0.234, -0.306], [-3.475, 0.386, 1.198], [-2.028, 3.400, -1.336], [-1.633, 3.052, -0.498], [-3.019, 3.183, -1.391], [-0.475, -2.555, -0.232], [-1.201, -3.065, -0.734], [-0.886, -1.922, 0.215], [-2.149, 1.624, 1.315], [-1.219, 1.807, 1.782], [-2.498, 2.358, 1.753], [0.542, 2.912, 0.080], [1.083, 2.395, 0.733], [1.101, 3.508, -0.348], [-2.354, 0.606, -2.256], [-1.723, 1.107, -2.778], [-1.920, 0.537, -1.468], [2.400, 0.273, 3.253], [1.426, 0.124, 3.383], [2.794, -0.590, 2.918], [2.202, -1.410, -1.337], [2.552, -2.269, -1.183], [1.712, -1.583, -2.249]], "spin_multiplicity": 1, "lumo_ev": -0.44, "charge": 0}



D) {"formula": "H26O13", "method": "ωB97M-V/def2-TZVPD", "symbols": ["O", "H", "H", "O", "H", "H", "O", "H", "H", "O", "H", "H", "O", "H", "H", "O", "H", "H", "O", "H", "H", "O", "H", "H", "O", "H", "H", "O", "H", "H", "O", "H", "H", "O", "H", "H", "O", "H", "H"], "xyz": [[-2.422, -0.583, 0.819], [-2.308, -0.511, 1.795], [-2.920, -1.366, 0.663], [-1.330, -2.067, -1.828], [-1.878, -2.461, -2.517], [-0.493, -1.782, -2.244], [-3.513, -0.142, -2.036], [-4.393, -0.506, -1.834], [-2.847, -0.639, -1.587], [-0.076, -3.270, 0.214], [-0.558, -2.794, -0.488], [0.679, -3.623, -0.233], [1.931, 3.636, 1.489], [1.119, 3.189, 1.765], [2.397, 3.134, 0.787], [2.261, 0.506, 2.370], [3.144, 0.094, 2.299], [1.688, -0.221, 2.308], [2.067, -1.319, -0.887], [1.347, -0.848, -0.488], [1.623, -1.553, -1.763], [0.565, -1.536, 2.417], [-0.403, -1.482, 2.569], [0.552, -2.118, 1.625], [-1.212, 2.422, -1.473], [-2.051, 2.510, -1.916], [-1.338, 1.650, -0.930], [0.057, 0.433, -3.283], [0.979, 0.734, -3.225], [-0.375, 0.763, -2.519], [-0.254, 1.773, 1.979], [0.138, 1.257, 2.699], [-1.151, 1.871, 2.221], [2.977, 1.806, -0.089], [3.777, 1.296, -0.210], [2.665, 1.363, 0.684], [0.029, 0.096, -0.095], [-0.668, -0.378, 0.337], [0.185, 0.685, 0.600]], "spin_multiplicity": 1, "lumo_ev": -0.63, "charge": 0}



Energies relative to the minimum, hartree: A) 0.2020; B) 0.1832; C) 0.1205; D) 0.0000



A) {"formula": "H26O13", "method": "ωB97M-V/def2-TZVPD", "symbols": ["O", "H", "H", "O", "H", "H", "O", "H", "H", "O", "H", "H", "O", "H", "H", "O", "H", "H", "O", "H", "H", "O", "H", "H", "O", "H", "H", "O", "H", "H", "O", "H", "H", "O", "H", "H", "O", "H", "H"], "xyz": [[-0.015, -0.239, 0.360], [-0.773, 0.132, 0.661], [0.296, 0.443, -0.222], [0.234, 3.173, -2.680], [-0.529, 2.890, -3.175], [0.387, 2.509, -2.063], [2.088, -1.833, 2.243], [2.455, -2.558, 1.758], [2.175, -1.118, 1.681], [2.973, -2.251, -0.611], [3.695, -2.208, -1.263], [2.533, -1.436, -0.469], [-2.432, -1.549, -0.436], [-3.421, -1.646, -0.383], [-1.993, -2.392, -0.630], [-1.863, 2.030, -0.113], [-1.092, 2.546, -0.034], [-1.821, 1.629, -1.032], [-1.533, 0.405, -2.246], [-2.210, 0.768, -2.769], [-1.970, -0.213, -1.705], [0.515, 3.235, 0.368], [0.458, 4.085, -0.052], [1.462, 3.341, 0.472], [1.508, 0.745, -1.602], [1.973, 0.027, -2.025], [2.132, 1.342, -1.269], [-1.777, 0.554, 2.286], [-1.650, 1.523, 2.066], [-1.040, 0.218, 2.774], [-2.305, -2.621, 2.104], [-2.164, -3.533, 1.859], [-2.181, -2.044, 1.301], [2.301, 0.703, 1.609], [1.432, 0.316, 1.527], [2.403, 0.992, 2.494], [-0.017, -2.996, -0.067], [-0.291, -2.859, -0.964], [0.057, -2.110, 0.246]], "spin_multiplicity": 1, "lumo_ev": -0.08, "charge": 0}



B) {"formula": "H26O13", "method": "ωB97M-V/def2-TZVPD", "symbols": ["O", "H", "H", "O", "H", "H", "O", "H", "H", "O", "H", "H", "O", "H", "H", "O", "H", "H", "O", "H", "H", "O", "H", "H", "O", "H", "H", "O", "H", "H", "O", "H", "H", "O", "H", "H", "O", "H", "H"], "xyz": [[2.435, -0.506, -2.113], [2.396, 0.241, -1.566], [1.601, -1.016, -1.842], [-3.069, -1.829, -0.598], [-2.348, -2.155, -0.381], [-3.731, -2.337, -0.104], [-3.196, 0.655, 1.697], [-2.594, 0.149, 2.089], [-2.896, 1.505, 2.027], [0.782, 0.102, 1.582], [1.286, -0.491, 0.869], [1.713, 0.417, 2.078], [3.352, -0.276, 0.960], [3.535, 0.341, 1.670], [4.217, -0.476, 0.637], [0.813, -2.742, -1.590], [1.228, -2.305, -2.299], [0.066, -2.170, -1.334], [1.863, 3.045, -0.027], [1.793, 2.073, -0.364], [1.748, 2.685, 0.848], [-1.353, 1.917, -3.536], [-0.627, 1.380, -3.701], [-2.126, 1.554, -3.761], [-1.083, -2.460, 1.925], [-0.415, -3.110, 1.811], [-1.793, -2.823, 2.463], [-2.201, 3.712, -1.190], [-1.304, 3.782, -1.323], [-2.644, 2.910, -1.535], [0.029, 2.496, 2.056], [-0.619, 1.835, 1.663], [-0.024, 3.347, 1.454], [-1.107, -0.784, -1.690], [-1.604, -0.235, -2.328], [-1.217, -0.473, -0.770], [2.302, -2.645, 2.216], [2.096, -3.484, 1.848], [2.697, -1.829, 2.161]], "spin_multiplicity": 1, "lumo_ev": -0.25, "charge": 0}



Energies relative to the minimum, hartree: A) 0.0000; B) 0.1466